Formula: C3H2F3NO
Source: the OMol25 dataset
Level of theory: ωB97M-V with the def2-TZVPD basis set

Last column: natural (NBO) charge in e.
Positions of all 10 atoms, in Å:
O -1.926 -1.599 0.955  -0.555
N -0.640 -1.083 1.099  -0.101
C -0.405 -0.321 0.063  -0.047
C 0.855 0.387 -0.023  0.182
F 1.677 0.211 1.012  -0.290
C 1.140 1.253 -0.983  0.694
F 2.244 1.867 -1.176  -0.262
F 0.175 1.589 -1.886  -0.313
H -1.977 -2.162 1.716  0.476
H -1.144 -0.142 -0.777  0.215

Calculated values
Charge = 0
Highest occupied orbital energy = -9.2 eV
LUMO = 0.51 eV
Energy above the lowest of the compared OMol25 structures with the same formula, charge and spin = 292.7 kJ/mol
DFT total energy = -545.0056 a.u.

Formula: C4H4CuNaO5
Source: the OMol25 dataset
Level of theory: ωB97M-V with the def2-TZVPD basis set

Last column: natural (NBO) charge in e.
Positions of all 15 atoms, in Å:
O -5.392 4.241 -0.383  -0.464
C -4.670 4.436 0.712  1.010
C -6.700 4.823 -0.232  -0.103
O -3.499 4.142 0.803  -0.696
O -5.315 5.178 1.602  -0.465
C -6.562 5.644 1.056  -0.102
H -7.427 4.008 -0.147  0.204
H -6.910 5.431 -1.116  0.209
H -7.354 5.446 1.784  0.213
H -6.472 6.720 0.873  0.199
Na -1.493 3.166 1.214  0.906
O -0.614 0.522 2.538  -0.963
C -1.886 0.186 2.613  0.323
O -2.114 -0.923 3.227  -0.854
Cu -0.064 -1.260 3.481  0.583

Calculated values
Charge = 0
Highest occupied orbital energy (alpha / beta) = -5.4 / -5.4 eV
LUMO (alpha / beta) = -0.56 / -0.56 eV
DFT total energy = -2333.7386 a.u.

Formula: C4H6F2MnO3V
Source: the OMol25 dataset
Level of theory: ωB97M-V with the def2-TZVPD basis set

Last column: natural (NBO) charge in e.
Positions of all 17 atoms, in Å:
O 4.712 -18.305 -13.228  -0.331
V 3.874 -18.975 -14.431  2.009
Mn 0.097 -17.592 -14.444  1.907
F 2.529 -19.749 -16.048  -0.775
F 2.044 -17.929 -13.793  -0.818
O 4.794 -15.015 -9.861  -0.526
C 4.224 -16.122 -9.811  0.768
O 4.716 -17.173 -9.104  -0.464
C 4.031 -18.412 -9.349  -0.077
C 2.916 -17.986 -10.248  -0.429
C 2.853 -16.475 -10.289  -0.526
H 3.678 -18.838 -8.410  0.212
H 4.656 -19.218 -9.734  0.194
H 1.954 -18.353 -9.888  0.226
H 3.012 -18.321 -11.281  0.156
H 2.195 -16.067 -9.521  0.261
H 2.611 -16.013 -11.246  0.213

Calculated values
Charge = +2
Spin multiplicity = 7
Highest occupied orbital energy (alpha / beta) = -14.9 / -14.9 eV
LUMO (alpha / beta) = -12.64 / -12.57 eV
Energy above the lowest of the compared OMol25 structures with the same formula, charge and spin = 380.2 kJ/mol
DFT total energy = -2675.6351 a.u.

Formula: CH8O3
Source: the OMol25 dataset
Level of theory: ωB97M-V with the def2-TZVPD basis set

Last column: natural (NBO) charge in e.
Positions of all 12 atoms, in Å:
C 1.699 -1.096 -1.323  -0.243
O 1.752 -0.841 0.061  -0.746
H 1.206 -0.293 -1.884  0.147
H 2.718 -1.167 -1.705  0.174
H 1.202 -2.046 -1.554  0.155
H 0.837 -0.741 0.375  0.496
O -0.856 -0.332 1.116  -0.986
H -1.385 0.427 0.827  0.504
H -1.093 -0.561 2.017  0.480
O -2.120 2.015 0.126  -0.951
H -2.299 1.893 -0.810  0.483
H -1.520 2.767 0.190  0.486

Calculated values
Charge = 0
Highest occupied orbital energy = -9.6 eV
LUMO = 0.43 eV
Energy above the lowest of the compared OMol25 structures with the same formula, charge and spin = 0.0 kJ/mol
DFT total energy = -268.6015 a.u.

Formula: C58H65N13
Source: the OMol25 dataset
Level of theory: ωB97M-V with the def2-TZVPD basis set

Last column: Löwdin charge in e.
Positions of all 136 atoms, in Å:
N 6.095 0.235 -0.698  0.006
C 5.808 0.766 -1.941  -0.132
C 4.632 0.209 -2.350  -0.122
C 4.159 -0.648 -1.319  -0.094
C 5.105 -0.627 -0.326  -0.125
H 7.010 0.264 -0.284  0.141
H 6.509 1.437 -2.405  0.103
H 4.104 0.336 -3.282  0.088
H 3.226 -1.182 -1.361  0.065
H 5.135 -1.221 0.568  0.067
N 5.782 -3.719 3.573  0.005
C 4.628 -3.894 4.294  -0.137
C 3.586 -3.427 3.546  -0.098
C 4.126 -2.939 2.317  -0.102
C 5.479 -3.142 2.375  -0.154
H 6.692 -4.004 3.889  0.143
H 4.647 -4.263 5.305  0.106
H 2.559 -3.442 3.862  0.063
H 3.574 -2.496 1.504  0.074
H 6.226 -2.874 1.646  0.100
N -0.580 4.531 -2.001  0.058
C -1.193 5.707 -2.343  -0.150
C -2.072 6.048 -1.348  -0.109
C -1.957 5.054 -0.338  -0.104
C -1.065 4.121 -0.797  -0.174
H 0.206 4.152 -2.506  0.097
H -1.078 6.163 -3.312  0.107
H -2.669 6.944 -1.326  0.092
H -2.379 5.055 0.651  0.073
H -0.658 3.262 -0.284  0.096
N -1.295 -2.790 6.376  0.016
C -0.318 -1.846 6.237  -0.133
C 0.354 -2.106 5.073  -0.111
C -0.234 -3.271 4.502  -0.133
C -1.281 -3.633 5.301  -0.160
H -1.998 -2.777 7.093  0.148
H -0.133 -1.079 6.968  0.107
H 1.074 -1.486 4.562  0.086
H 0.063 -3.770 3.594  0.077
H -1.997 -4.432 5.207  0.111
N -3.184 -5.631 2.069  0.013
C -2.883 -6.831 1.478  -0.134
C -1.644 -6.705 0.912  -0.102
C -1.186 -5.383 1.162  -0.118
C -2.149 -4.750 1.902  -0.166
H -4.004 -5.463 2.625  0.147
H -3.517 -7.686 1.637  0.106
H -1.046 -7.446 0.409  0.093
H -0.199 -5.007 0.941  0.091
H -2.243 -3.760 2.318  0.092
N 1.591 4.694 0.878  0.025
C 2.389 3.777 1.496  -0.142
C 3.669 4.272 1.514  -0.109
C 3.637 5.532 0.863  -0.120
C 2.335 5.784 0.513  -0.138
H 0.592 4.625 0.783  0.094
H 2.004 2.805 1.754  0.092
H 4.539 3.725 1.837  0.088
H 4.483 6.169 0.661  0.085
H 1.890 6.602 -0.027  0.104
N 1.728 4.091 -4.489  0.010
C 1.050 2.906 -4.426  -0.144
C 1.570 2.168 -3.397  -0.111
C 2.603 2.947 -2.807  -0.107
C 2.706 4.111 -3.515  -0.121
H 1.599 4.820 -5.167  0.145
H 0.239 2.633 -5.081  0.096
H 1.222 1.217 -3.030  0.062
H 3.243 2.675 -1.982  0.091
H 3.402 4.928 -3.435  0.110
N -1.053 2.400 2.452  0.081
C -0.113 1.672 3.054  -0.170
C 0.516 2.047 4.231  -0.070
C 0.225 3.282 4.776  -0.070
C -0.731 4.066 4.151  -0.062
C -1.347 3.570 3.017  -0.158
H 0.168 0.707 2.640  0.086
H 1.214 1.375 4.713  0.103
H 0.677 3.595 5.708  0.108
H -0.990 5.028 4.571  0.104
H -2.172 4.098 2.550  0.089
N -4.457 -1.302 3.711  0.052
C -5.306 -0.492 3.084  -0.161
C -4.926 0.335 2.035  -0.076
C -3.610 0.317 1.630  -0.096
C -2.703 -0.503 2.291  -0.078
C -3.169 -1.267 3.341  -0.151
H -6.351 -0.635 3.339  0.100
H -5.635 1.014 1.580  0.103
H -3.231 0.883 0.788  0.100
H -1.690 -0.546 1.922  0.076
H -2.564 -2.002 3.859  0.070
N -2.303 1.444 -5.333  0.057
C -2.470 2.721 -5.659  -0.176
C -2.884 3.716 -4.769  -0.069
C -3.191 3.334 -3.481  -0.079
C -2.994 2.011 -3.110  -0.072
C -2.552 1.117 -4.068  -0.168
H -2.121 2.988 -6.654  0.102
H -2.915 4.738 -5.120  0.101
H -3.494 4.062 -2.737  0.100
H -3.206 1.696 -2.096  0.100
H -2.567 0.063 -3.796  0.090
N -4.955 -1.258 -1.210  0.072
C -4.442 -2.270 -0.514  -0.156
C -3.972 -3.434 -1.108  -0.072
C -3.923 -3.509 -2.485  -0.066
C -4.389 -2.428 -3.221  -0.074
C -4.887 -1.332 -2.535  -0.177
H -4.363 -2.132 0.560  0.095
H -3.582 -4.236 -0.490  0.091
H -3.574 -4.399 -2.993  0.110
H -4.321 -2.396 -4.301  0.105
H -5.308 -0.482 -3.063  0.104
N 1.122 -0.830 0.488  0.077
C 0.339 -1.905 0.602  -0.149
C -0.828 -2.090 -0.135  -0.078
C -1.242 -1.089 -0.998  -0.068
C -0.403 -0.005 -1.167  -0.077
C 0.741 0.103 -0.385  -0.157
H 0.613 -2.611 1.381  0.094
H -1.401 -2.996 0.009  0.071
H -2.204 -1.155 -1.493  0.087
H -0.679 0.856 -1.766  0.080
H 1.305 1.032 -0.379  0.103
N 3.166 -3.806 -4.072  0.061
C 2.269 -3.555 -3.139  -0.156
C 1.442 -2.427 -3.140  -0.071
C 1.475 -1.597 -4.245  -0.076
C 2.355 -1.903 -5.276  -0.072
C 3.203 -2.989 -5.125  -0.154
H 2.117 -4.267 -2.332  0.105
H 0.793 -2.208 -2.306  0.070
H 0.896 -0.682 -4.285  0.091
H 2.369 -1.339 -6.199  0.101
H 3.906 -3.238 -5.912  0.101

Calculated values
Charge = 0
Highest occupied orbital energy = -7.9 eV
LUMO = 0.60 eV
Energy above the lowest of the compared OMol25 structures with the same formula, charge and spin = 0.0 kJ/mol
DFT total energy = -2960.8725 a.u.

Formula: C5H16N4
Source: the OMol25 dataset
Level of theory: ωB97M-V with the def2-TZVPD basis set

Last column: natural (NBO) charge in e.
Positions of all 25 atoms, in Å:
C -1.330 -1.098 -2.289  0.271
C -2.668 -1.523 -3.060  0.159
C -0.153 -1.255 0.005  -0.645
C -1.296 -0.529 -0.827  -0.513
C 4.739 2.782 7.069  0.193
N -2.658 -1.449 -4.412  -0.810
N 5.089 3.925 6.522  -0.562
N -0.391 -0.207 -3.095  -0.789
N -3.555 -2.234 -2.462  -0.772
H -0.356 -0.986 1.051  0.237
H 0.913 -0.918 -0.035  0.223
H -0.192 -2.358 -0.099  0.239
H -1.206 0.521 -1.010  0.217
H -2.266 -0.465 -0.275  0.260
H 4.022 2.735 7.807  0.234
H 5.192 1.842 6.620  0.251
H -2.349 -0.577 -4.807  0.378
H -3.521 -1.719 -4.827  0.398
H 5.492 4.045 5.679  0.432
H 4.641 4.816 6.874  0.451
H -0.083 -0.691 -3.971  0.455
H 0.501 -0.139 -2.523  0.456
H -0.719 0.728 -3.392  0.413
H -4.306 -2.546 -3.007  0.401
H -3.540 -2.700 -1.536  0.421

Calculated values
Charge = +2
Spin multiplicity = 3
Highest occupied orbital energy (alpha / beta) = -9.5 / -15.2 eV
LUMO (alpha / beta) = -7.79 / -7.79 eV
Energy above the lowest of the compared OMol25 structures with the same formula, charge and spin = 0.0 kJ/mol
DFT total energy = -418.3508 a.u.

Formula: C4H6O2
Source: the OMol25 dataset
Level of theory: ωB97M-V with the def2-TZVPD basis set

Last column: natural (NBO) charge in e.
Positions of all 12 atoms, in Å:
C -1.240 -0.956 -0.613  -0.724
C -0.204 -0.717 0.462  0.597
O 0.262 -1.631 1.106  -0.526
C 0.293 0.707 0.706  -0.623
C 1.437 1.063 -0.227  0.446
O 1.514 2.106 -0.827  -0.502
H -0.953 -0.491 -1.563  0.233
H -2.206 -0.528 -0.321  0.239
H -1.354 -2.034 -0.748  0.241
H -0.483 1.472 0.611  0.239
H 0.702 0.714 1.723  0.260
H 2.231 0.292 -0.308  0.118

Calculated values
Charge = 0
Highest occupied orbital energy = -10.0 eV
LUMO = 0.60 eV
Energy above the lowest of the compared OMol25 structures with the same formula, charge and spin = 75.9 kJ/mol
DFT total energy = -306.4774 a.u.

Formula: C5H11NO2
Source: the OMol25 dataset
Level of theory: ωB97M-V with the def2-TZVPD basis set

Last column: natural (NBO) charge in e.
Positions of all 19 atoms, in Å:
C -1.616 -0.982 -0.640  -0.626
C -0.361 -0.638 0.119  -0.219
C -0.605 0.063 1.561  -0.636
C 0.800 0.128 -0.553  -0.167
N 2.105 -0.405 -0.178  -0.834
C 0.874 1.637 -0.319  0.795
O 1.611 2.077 0.566  -0.580
O 0.141 2.284 -1.220  -0.644
H -1.393 -1.286 -1.660  0.209
H -2.146 -1.838 -0.248  0.225
H -2.352 -0.163 -0.598  0.205
H 0.122 -1.636 0.312  0.200
H 0.372 0.446 1.863  0.231
H -1.338 0.919 1.495  0.208
H -1.188 -0.626 2.292  0.219
H 0.670 -0.122 -1.710  0.177
H 2.132 -1.430 -0.005  0.359
H 2.472 0.017 0.659  0.384
H -0.301 1.553 -1.737  0.495

Calculated values
Charge = 0
Highest occupied orbital energy = -9.5 eV
LUMO = 0.61 eV
Energy above the lowest of the compared OMol25 structures with the same formula, charge and spin = 135.0 kJ/mol
DFT total energy = -402.3267 a.u.